(1)
ORCA calculation (ωB97M-V/def2-TZVPD) on a 2-piece molecular cluster, C4H10N2OS overall.

Summary:
LUMO energy ... -1.075 eV
E_HOMO ... -0.340 Ha
HOMO-LUMO gap ... 8.174 eV

Structure (XYZ):
```
18
C4H10N2OS (ωB97M-V/def2-TZVPD)
O -1.66690 -0.11191 -1.81359
C -1.05938 -0.03309 -0.76534
N 0.28942 -0.32671 -0.68676
C 0.98232 -0.29748 0.63405
C 2.47232 -0.52352 0.24212
S 3.07671 0.72047 -0.85543
C -1.74236 0.45748 0.49622
N -3.19565 0.39294 0.47262
H 0.96377 -0.02603 -1.38388
H 0.82593 0.66102 1.24008
H 0.64114 -1.08968 1.29671
H 3.15048 -0.54972 1.13471
H 2.41302 -1.53289 -0.28890
H 2.75800 -0.58562 -2.14419
H -1.42198 -0.15045 1.39214
H -1.35867 1.51121 0.60505
H -3.70667 1.13100 0.95110
H -3.42150 0.35296 -0.52671
```

Here are the Löwdin charges for atoms 1 to 8, given in e: 0.062, -0.476, 0.024, -0.288, -0.675, 0.664, -0.226, -0.004

---

(2)
ORCA calculation (ωB97M-V/def2-TZVPD) on a 2-piece molecular cluster, C6H17NO overall.

Summary:
SMILES ... CCN(C)C(C)C.O
LUMO energy ... 0.711 eV
E_HOMO ... -0.297 Ha
HOMO-LUMO gap ... 8.794 eV

Structure (XYZ):
```
25
C6H17NO (ωB97M-V/def2-TZVPD)
C 1.38251 -2.27495 -0.75066
C 0.49082 -1.47199 0.25279
N 0.83040 -0.03039 0.20526
C 0.83602 0.67324 1.46554
C -1.31760 0.80122 -0.92119
C 0.20142 0.63300 -0.92373
C 0.88626 1.92677 -1.37092
H 2.18479 -2.85459 -0.30981
H 0.78575 -2.99691 -1.33817
H 1.74216 -1.42341 -1.35001
H -0.54966 -1.79134 0.14606
H 0.96202 -1.76936 1.19831
H 1.69205 1.35029 1.54629
H -0.01113 1.39004 1.62313
H 0.84518 -0.00922 2.32240
H -1.75580 -0.12369 -0.53624
H -1.70029 1.53419 -0.20341
H -1.54641 1.06735 -1.95521
H 0.37577 -0.04764 -1.77595
H 1.94799 1.87020 -1.56729
H 0.28513 2.36481 -2.16567
H 0.71553 2.68891 -0.57361
H -3.30372 -0.57295 2.28495
H -2.46389 0.59250 1.62013
O -2.63554 -0.35128 1.61792
```

Here are the Löwdin charges for atoms 1 to 8, given in e: -0.080, -0.232, -0.202, -0.100, -0.062, -0.457, -0.059, 0.058

---

(3)
ORCA calculation (ωB97M-V/def2-TZVPD) on a 13-piece molecular cluster, C22H70O13 overall.

Summary:
LUMO energy ... 0.469 eV
E_HOMO ... -0.343 Ha
HOMO-LUMO gap ... 9.794 eV

Structure (XYZ):
```
105
C22H70O13 (ωB97M-V/def2-TZVPD)
C -1.12420 -1.55737 -5.84969
C -2.41046 -1.06839 -5.14981
O -3.04813 -2.08359 -4.37213
H -0.50787 -1.91257 -5.00615
H -0.64828 -0.67565 -6.35370
H -1.38100 -2.30924 -6.59982
H -3.19090 -0.68866 -5.78622
H -2.09385 -0.33976 -4.37305
H -2.45620 -2.19332 -3.62651
C -2.94680 -3.20866 2.89316
C -4.38526 -3.17815 2.34857
O -4.76744 -1.86324 2.66444
H -2.26677 -2.55232 2.36602
H -2.42416 -4.20896 2.84460
H -2.96331 -2.95257 3.95907
H -5.00184 -3.93384 2.87617
H -4.43179 -3.38629 1.29077
H -5.69431 -1.81754 2.57139
C 0.16620 3.26531 3.04974
C 1.18877 4.22086 3.69589
O 2.37902 4.22451 2.86427
H 0.74742 2.34799 2.85238
H -0.16711 3.63579 2.03044
H -0.71556 2.94676 3.60982
H 1.42811 3.89966 4.74276
H 0.80472 5.24059 3.69687
H 3.04169 4.79063 3.26778
C 2.14423 1.72831 -4.01322
C 3.31138 0.80498 -3.66168
O 2.93780 0.02045 -2.48225
H 2.02847 2.48602 -3.21039
H 1.15024 1.22020 -4.08895
H 2.43652 2.15719 -4.97777
H 4.25167 1.36668 -3.50488
H 3.50040 0.02594 -4.35837
H 3.65154 -0.54207 -2.09794
C 0.89631 -2.97425 1.83526
C 2.06422 -3.56276 2.61491
O 2.86714 -2.48143 3.12967
H 0.16338 -2.52364 2.51998
H 0.40395 -3.77684 1.30377
H 1.19525 -2.23914 1.08879
H 2.69686 -4.13415 1.94441
H 1.64802 -4.27277 3.35542
H 3.70426 -2.86937 3.41855
C -2.52149 2.54842 -2.50303
C -1.19394 2.97740 -1.92845
O -1.06048 4.31300 -2.31079
H -2.76773 1.46751 -2.31134
H -2.68682 2.79895 -3.57657
H -3.27109 3.00619 -1.92981
H -0.32432 2.40264 -2.33006
H -1.09853 2.90424 -0.78904
H -0.13723 4.60875 -2.15101
C -3.89954 -3.17125 -1.36522
C -2.92075 -2.11052 -1.07411
O -1.77014 -2.47127 -1.82835
H -3.42332 -4.10910 -1.18126
H -4.22225 -3.22398 -2.41660
H -4.79617 -3.06857 -0.72888
H -2.76176 -2.10500 0.01463
H -3.23318 -1.08968 -1.41695
H -1.00832 -2.03453 -1.43504
C 4.77433 1.16968 0.47878
C 4.19044 0.47843 1.73181
O 4.13502 -0.89109 1.40010
H 5.76420 0.65700 0.30906
H 5.00952 2.20057 0.73530
H 4.15967 1.05227 -0.39750
H 3.16223 0.84342 1.93294
H 4.81961 0.67940 2.62263
H 3.55658 -1.38765 1.94411
C -0.67643 -0.21391 0.68693
C 0.51002 -0.04218 -0.24592
O 0.39664 -0.97402 -1.31782
H -0.59307 0.57646 1.45041
H -0.79157 -1.20948 1.11984
H -1.60501 0.05401 0.13764
H 1.47618 -0.18555 0.28898
H 0.47432 0.98075 -0.62177
H 1.12449 -0.75921 -1.94790
C 4.73188 -2.91872 -1.56349
O 4.82006 -1.57050 -1.18417
H 5.10291 -3.02427 -2.60479
H 5.45628 -3.50233 -0.99689
H 3.74756 -3.34028 -1.41439
H 4.53737 -1.39903 -0.25691
C 2.51853 3.92573 -0.65783
O 1.92314 4.45727 -1.87673
H 2.99477 4.66061 -0.03310
H 1.71007 3.48862 -0.05011
H 3.24951 3.11997 -0.86465
H 2.24423 5.37139 -2.03549
C -1.87485 -0.39997 5.07498
O -2.30476 0.86401 4.63094
H -1.34055 -0.23526 6.05736
H -2.70687 -1.10862 5.27644
H -1.14553 -0.76411 4.33008
H -2.69357 0.84096 3.77607
C -4.56822 1.43463 1.55784
O -3.39497 1.82676 2.29137
H -4.69046 1.80652 0.53775
H -4.51561 0.36840 1.42743
H -5.47578 1.58314 2.13320
H -3.29752 2.76767 2.07705
```

Here are the Löwdin charges for atoms 1 to 8, given in e: -0.079, -0.311, -0.106, 0.073, 0.080, 0.068, 0.102, 0.103

---

(4)
ORCA calculation (ωB97M-V/def2-TZVPD) on C4H6AuO3 as an isolated structure.

Summary:
Multiplicity ... 3
Total charge ... +1
LUMO energy (alpha / beta) ... -4.883 / -8.847 eV
E_HOMO (alpha / beta) ... -0.522 / -0.529 Ha
HOMO-LUMO gap (alpha / beta) ... 9.316 / 5.551 eV

Structure (XYZ):
```
14
C4H6AuO3 (ωB97M-V/def2-TZVPD)
H 4.00920 -1.33212 0.50555
O 3.87314 -0.40584 0.31216
C 1.04936 1.80245 -0.02628
O 0.73446 0.46586 -0.59221
O 0.18664 2.37029 0.57699
Au 2.40002 0.41368 0.18987
C -0.56948 0.01989 -0.95981
C -1.21922 -0.78400 0.12466
C -2.39122 -0.47607 0.67948
H -0.42013 -0.59245 -1.85960
H -1.17066 0.90825 -1.19915
H -0.71789 -1.72042 0.39110
H -2.83934 -1.10828 1.44816
H -2.92488 0.43875 0.40907
```

Here are the Löwdin charges for atoms 1 to 8, given in e: 0.057, -0.312, -0.337, -0.322, 0.197, 1.367, -0.156, -0.148

---

(5)
ORCA calculation (ωB97M-V/def2-TZVPD) on an isolated molecule of C26H28N2O3.

Summary:
SMILES ... CCCCc1ccc(NC(=O)COc2ccc(C(=O)Nc3ccccc3C)cc2)cc1
LUMO energy ... 0.479 eV
E_HOMO ... -0.309 Ha
HOMO-LUMO gap ... 8.878 eV

Structure (XYZ):
```
59
C26H28N2O3 (ωB97M-V/def2-TZVPD)
C 3.21362 4.74828 -5.80999
C 1.78724 4.22349 -5.92633
C 1.51661 3.00981 -5.03770
H 1.76705 3.25261 -4.00239
H 0.44973 2.77623 -5.07199
C 2.30095 1.76272 -5.46524
C 1.90494 0.58299 -4.62702
C 0.83973 -0.22837 -4.99654
C 0.44590 -1.30137 -4.21976
C 1.12407 -1.58133 -3.03880
C 2.18640 -0.76892 -2.65202
C 2.56780 0.29942 -3.43911
H 3.39746 0.91854 -3.12917
H 2.71599 -0.98105 -1.73303
N 0.79549 -2.66536 -2.21444
C -0.17983 -3.58923 -2.36425
O -0.99390 -3.64438 -3.25850
C -0.14481 -4.65261 -1.25365
O 0.42370 -4.21203 -0.04056
C -0.32527 -3.40595 0.77074
C 0.18270 -3.20145 2.05396
C -0.49235 -2.40656 2.95495
C -1.69334 -1.79717 2.59552
C -2.19583 -2.01472 1.31677
C -1.52115 -2.79968 0.40162
H -1.93195 -2.93142 -0.58701
H -3.13406 -1.55346 1.04894
C -2.51270 -0.96720 3.52930
O -3.72099 -0.90520 3.42649
N -1.77160 -0.30246 4.46253
C -2.19526 0.52097 5.51174
C -3.54363 0.71986 5.79059
C -3.92607 1.52958 6.84357
C -2.97072 2.14842 7.62879
C -1.62896 1.95122 7.35181
C -1.21772 1.14501 6.30222
C 0.24918 0.95337 6.03367
H 0.51357 1.28135 5.02718
H 0.53796 -0.09292 6.14770
H 0.83473 1.53723 6.73918
H -0.88138 2.43446 7.96495
H -3.26422 2.78162 8.45240
H -4.97609 1.67425 7.04807
H -4.28394 0.23740 5.17555
H -0.77024 -0.38629 4.37631
H -0.09281 -2.30461 3.95408
H 1.10433 -3.69206 2.32581
H -1.15577 -5.04902 -1.10974
H 0.49979 -5.46933 -1.59581
H 1.38352 -2.77525 -1.39610
H -0.37781 -1.92497 -4.52354
H 0.30947 -0.02247 -5.91493
H 3.37021 1.94723 -5.35483
H 2.09299 1.55600 -6.51713
H 1.58077 3.96214 -6.96678
H 1.09476 5.01971 -5.64289
H 3.93090 4.01971 -6.17897
H 3.45224 4.97424 -4.77277
H 3.32861 5.65896 -6.39344
```

Here are the Löwdin charges for atoms 1 to 8, given in e: -0.115, -0.271, -0.212, 0.115, 0.113, -0.169, -0.247, -0.027

---

E (computed, Eh): -741.2633 -368.7474 -1858.1399 -516.8292 -1342.8459
Energy above the lowest of the compared OMol25 structures with the same formula, charge and spin (computed, eV): 3.121 1.454 2.221 1.824 1.179